[1]
A gas-phase ion, C46H45N4O3 (charge +1) in a non-equilibrium geometry, computed with wB97M-V/def2-TZVPD.

Values from the calculation:
LUMO in eV: -4.46
Energy relative to the best compared isomer or geometry (same formula, charge and spin) in kcal/mol: 15.9
Spin multiplicity: 1
Charge: +1
HOMO in eV: -10.45

Positions of all 98 atoms, in Å:
O1 -5.46867 -0.48481 2.12052
N1 -4.48376 -1.01624 2.68102
O2 -4.39923 -1.17447 3.91862
C1 -3.38487 -1.41632 1.87191
C2 -2.21304 -1.91666 2.47267
C3 -1.01051 -1.81527 1.78129
C4 -0.96251 -1.18557 0.52210
C5 0.34770 -0.87783 -0.22512
C6 1.61088 -1.39725 0.44428
N2 2.42701 -2.11179 -0.34365
C7 1.97890 -2.52423 -1.69429
C8 3.16148 -3.28178 -2.28428
C9 4.38524 -2.85263 -1.46820
C10 3.88068 -1.89315 -0.38362
C11 1.97914 -1.01211 1.77327
C12 1.33842 0.07637 2.42533
C13 1.79954 0.50871 3.66218
C14 2.86897 -0.14565 4.28346
C15 3.41921 -1.29735 3.70809
C16 2.95556 -1.76090 2.48482
C17 -2.18617 -1.08212 -0.18173
C18 -3.40263 -1.15230 0.48939
H1 -2.27729 -2.36190 3.45913
H2 -0.11528 -2.23057 2.24286
H3 0.20479 -1.50796 -1.10350
H4 1.08291 -3.15649 -1.63488
H5 1.75925 -1.63167 -2.30988
H6 2.96816 -4.35586 -2.16549
H7 3.25778 -3.05630 -3.35310
H8 4.86575 -3.71493 -0.98701
H9 5.12019 -2.33508 -2.09298
H10 4.08648 -0.84522 -0.68514
H11 4.36790 -2.05495 0.58155
H12 0.46872 0.56363 1.98287
H13 1.32995 1.36747 4.13203
H14 3.26732 0.23128 5.22388
H15 4.21993 -1.84370 4.20225
H16 3.30217 -2.71721 2.08540
H17 -2.19432 -0.95223 -1.26672
H18 -4.36006 -1.00435 -0.00921
C19 5.98781 4.30090 -2.89060
N3 5.34856 3.59088 -1.81204
C20 5.94075 3.47658 -0.58131
O3 7.05427 3.87459 -0.26435
C21 4.92926 2.78020 0.32502
C22 4.34770 3.80817 1.30915
C23 3.85531 5.06735 0.63186
C24 4.71668 6.15099 0.41922
C25 4.27391 7.28385 -0.26351
C26 2.94926 7.35811 -0.70935
C27 2.06289 6.31431 -0.42246
C28 2.51049 5.18127 0.26481
N4 3.99360 2.21882 -0.62969
C29 3.00051 1.33583 -0.26343
C30 2.02282 0.89009 -1.10915
C31 0.58696 0.52387 -0.74730
C32 -0.33904 0.79687 -1.96141
C33 -1.55508 1.40534 -1.65099
C34 -2.59165 1.44541 -2.58242
C35 -2.36202 0.96308 -3.87771
C36 -1.08027 0.52263 -4.24607
C37 -0.04314 0.46226 -3.28809
C38 4.15231 2.77438 -1.98379
C39 4.34590 1.77460 -3.08051
C40 5.19079 0.72459 -2.96667
C41 5.25496 -0.32564 -3.96697
C42 6.28722 -1.29457 -3.93782
C43 6.28402 -2.35800 -4.83554
C44 5.26437 -2.46874 -5.79004
C45 4.25475 -1.50142 -5.84936
C46 4.25203 -0.43224 -4.95637
H19 6.97277 4.63506 -2.56560
H20 6.09528 3.65793 -3.76404
H21 5.39672 5.17913 -3.16642
H22 5.42531 1.95669 0.85918
H23 3.54041 3.33493 1.88125
H24 5.17654 4.05260 1.99072
H25 5.74827 6.09635 0.78041
H26 4.96721 8.10524 -0.44891
H27 2.61176 8.23186 -1.26549
H28 1.02001 6.37475 -0.73009
H29 1.81826 4.37316 0.51508
H30 3.10451 0.96407 0.76010
H31 2.23842 0.86262 -2.17511
H32 0.30290 1.24653 0.03187
H33 -1.69547 1.79010 -0.63525
H34 -3.57388 1.81685 -2.27681
H35 -3.17551 0.91396 -4.60286
H36 -0.87742 0.20751 -5.27262
H37 0.96264 0.15483 -3.58883
H38 3.28519 3.41643 -2.22378
H39 3.91767 2.06495 -4.04667
H40 5.91704 0.67511 -2.14429
H41 7.07806 -1.18298 -3.18758
H42 7.08028 -3.10242 -4.79020
H43 5.26089 -3.30372 -6.48856
H44 3.46343 -1.57022 -6.59600
H45 3.46865 0.32921 -4.99999

***

[2]
A molecular structure, C46H46N2O3PScTe, computed with wB97M-V/def2-TZVPD.

Values from the calculation:
LUMO in eV: 3.99
Energy relative to the best compared isomer or geometry (same formula, charge and spin) in kcal/mol: 40.3
Spin multiplicity: 1
Charge: -2
HOMO in eV: 0.00

Positions of all 100 atoms, in Å:
Sc1 1.81899 -0.94681 -0.50265
C1 3.60434 -1.52340 2.20995
C2 3.56796 -2.09057 0.91151
C3 2.54031 -3.08569 0.91592
C4 1.96505 -3.09872 2.19221
C5 2.61334 -2.13282 2.98594
H1 4.28776 -0.75315 2.54029
H2 4.35494 -2.00693 0.17158
H3 2.37284 -3.82035 0.14162
H4 1.14192 -3.72767 2.50498
H5 2.38074 -1.89577 4.01525
O1 0.26654 -0.84084 0.54999
C6 -0.87831 -0.33052 1.07965
C7 -2.01900 -0.18183 0.34469
C8 -3.29990 0.14848 0.96500
C9 -4.45607 0.24146 0.26293
C10 -4.50050 0.01355 -1.14025
C11 -3.31963 -0.31570 -1.76227
C12 -2.07955 -0.38364 -1.11018
P1 -0.65907 -0.96223 -2.02335
C13 -0.82147 -0.31293 -3.73840
C14 -1.44534 0.89672 -4.03328
C15 -1.40804 1.42055 -5.32115
C16 -0.72929 0.75492 -6.33162
C17 -0.07586 -0.43826 -6.04349
C18 -0.11689 -0.95795 -4.75883
C19 -1.18533 -2.72769 -2.26726
C20 -0.93601 -3.58411 -1.19485
C21 -1.46591 -4.86376 -1.16772
C22 -2.25172 -5.31741 -2.21720
C23 -2.49618 -4.48086 -3.29722
C24 -1.97297 -3.19352 -3.31678
H6 -3.32058 0.27525 2.03784
H7 -5.37580 0.46797 0.79539
H8 -5.43099 0.06367 -1.69140
H9 -3.35201 -0.53880 -2.82530
H10 -1.95894 1.42849 -3.24155
H11 -1.91472 2.35488 -5.53332
H12 -0.70304 1.16421 -7.33482
H13 0.46547 -0.96411 -6.82180
H14 0.39815 -1.88727 -4.53560
H15 -0.31666 -3.24266 -0.37146
H16 -1.25279 -5.51157 -0.32593
H17 -2.66906 -6.31762 -2.19647
H18 -3.10219 -4.82690 -4.12743
H19 -2.17729 -2.55429 -4.16807
O2 1.39466 -4.84509 -2.85723
C25 2.02819 -3.83560 -3.06423
C26 2.89397 -3.64193 -4.32054
C27 3.62213 -2.32809 -4.07033
C28 3.07446 -1.91750 -2.72192
O3 3.46797 -0.92183 -2.08567
N1 2.12863 -2.72903 -2.23756
H20 2.23378 -3.61735 -5.18900
H21 3.55312 -4.50242 -4.42859
H22 3.39002 -1.54368 -4.79233
H23 4.70697 -2.41698 -4.01059
C29 1.84961 3.02505 2.35532
N2 3.27563 2.82354 2.17772
C30 3.86659 2.38952 3.42772
C31 3.55287 1.83513 1.12986
C32 2.98024 2.19837 -0.22403
C33 3.35559 3.43875 -0.74673
C34 2.87442 3.87106 -1.97177
C35 2.00970 3.04167 -2.67703
C36 1.66550 1.80234 -2.15314
C37 2.12111 1.32112 -0.91286
H24 1.68201 3.80840 3.10022
H25 1.35513 2.10633 2.69946
H26 1.39104 3.33118 1.41589
H27 3.74493 3.16748 4.18652
H28 4.93524 2.20856 3.28763
H29 3.40848 1.46187 3.80988
H30 3.18465 0.84388 1.42419
H31 4.64564 1.76924 1.05883
H32 4.01740 4.07412 -0.16464
H33 3.17376 4.83284 -2.37495
H34 1.60943 3.35402 -3.63703
H35 0.99780 1.19294 -2.75210
C38 -4.38313 4.20968 5.90186
C39 -3.58005 3.14278 5.20172
C40 -2.97274 3.38189 3.98096
C41 -2.20149 2.41832 3.33008
C42 -1.57659 2.78487 2.01318
C43 -2.03218 1.15712 3.92644
Te1 -0.69941 -0.33210 3.18807
C44 -2.64124 0.90138 5.16997
C45 -2.48576 -0.41730 5.88381
C46 -3.40221 1.89311 5.77942
H36 -4.56219 5.06028 5.24316
H37 -3.86231 4.57810 6.78996
H38 -5.35172 3.82500 6.22961
H39 -3.08370 4.35682 3.51468
H40 -1.40557 3.86216 1.95717
H41 -2.22060 2.49484 1.18023
H42 -0.63449 2.26918 1.86461
H43 -2.83835 -1.24238 5.26190
H44 -3.04472 -0.40805 6.82159
H45 -1.43941 -0.63157 6.11240
H46 -3.86001 1.68413 6.74318

***

[3]
A molecular structure, C46H47BiN3O2P2S4, computed with wB97M-V/def2-TZVPD.

Values from the calculation:
LUMO in eV: -8.17
Energy relative to the best compared isomer or geometry (same formula, charge and spin) in kcal/mol: 6.8
Spin multiplicity: 1
Charge: +3
HOMO in eV: -15.53

Positions of all 105 atoms, in Å:
Bi1 -0.25421 0.53775 0.55134
C1 1.65408 4.10821 1.82886
C2 1.14629 3.76688 3.22464
S1 0.47570 2.08739 3.43038
C3 -1.12455 2.44211 4.18590
C4 -2.07183 3.31658 3.37419
S2 -2.37684 2.67174 1.70778
C5 -2.20400 4.12457 0.64608
C6 -0.84035 4.80338 0.66940
S3 0.59394 3.72052 0.41273
H1 2.57733 3.57241 1.61735
H2 1.88454 5.17434 1.78345
H3 0.38498 4.47506 3.55037
H4 1.98242 3.87438 3.91682
H5 -0.95988 2.90339 5.16223
H6 -1.57212 1.46507 4.38397
H7 -1.68281 4.32842 3.27622
H8 -3.02532 3.39951 3.89728
H9 -2.97134 4.84881 0.92625
H10 -2.45568 3.76809 -0.35423
H11 -0.68942 5.32766 1.61260
H12 -0.82994 5.56649 -0.11019
O1 3.46134 1.68580 0.99463
S4 2.60642 0.91686 0.07723
C7 2.70982 1.66421 -1.53731
C8 3.85773 2.40576 -1.79164
C9 4.01245 3.00425 -3.03244
C10 3.02859 2.85967 -4.00131
C11 1.87243 2.14852 -3.72270
C12 1.68205 1.56235 -2.47153
P1 0.15159 0.62533 -2.18821
C13 -1.22077 1.70866 -2.63190
C14 -2.50654 1.17363 -2.75527
C15 -3.57259 2.00181 -3.06356
C16 -3.36980 3.36394 -3.24566
C17 -2.09920 3.90223 -3.10204
C18 -1.02537 3.08272 -2.78538
C19 0.28506 -0.75821 -3.32699
C20 1.35926 -1.63274 -3.16490
C21 1.56127 -2.65471 -4.07482
C22 0.69747 -2.80381 -5.15407
C23 -0.35698 -1.92180 -5.32617
C24 -0.56679 -0.89411 -4.41683
C25 3.34236 -0.68691 -0.15904
C26 4.63306 -0.73849 -0.66773
C27 5.27518 -1.96317 -0.78108
C28 4.62982 -3.12214 -0.37728
C29 3.34467 -3.06394 0.14654
C30 2.68501 -1.84218 0.26590
P2 1.04794 -1.81921 1.03504
C31 1.26542 -1.47081 2.78607
C32 0.11357 -1.33671 3.56833
C33 0.22376 -1.08397 4.92235
C34 1.48141 -0.93451 5.49855
C35 2.62303 -1.03948 4.72150
C36 2.52051 -1.31433 3.36353
C37 0.32452 -3.44879 0.84831
C38 -0.03108 -4.20218 1.96708
C39 -0.54008 -5.48225 1.79722
C40 -0.68329 -6.01025 0.52276
C41 -0.32026 -5.26299 -0.59313
C42 0.18000 -3.98359 -0.43610
H13 4.60236 2.52872 -1.01760
H14 4.90148 3.58116 -3.24264
H15 3.15509 3.31316 -4.97416
H16 1.10776 2.05788 -4.48364
H17 -2.66543 0.11070 -2.63505
H18 -4.56172 1.58222 -3.18338
H19 -4.20012 4.00247 -3.50953
H20 -1.93814 4.96082 -3.24881
H21 -0.04081 3.51708 -2.67976
H22 2.05550 -1.51145 -2.34622
H23 2.39904 -3.32688 -3.95248
H24 0.85955 -3.59732 -5.86937
H25 -1.01566 -2.02382 -6.17678
H26 -1.38465 -0.20591 -4.58086
H27 5.13944 0.16684 -0.96939
H28 6.27823 -2.01198 -1.18031
H29 5.12944 -4.07744 -0.45898
H30 2.85706 -3.97647 0.46468
H31 -0.87206 -1.47213 3.12957
H32 -0.66379 -1.00982 5.53447
H33 1.56871 -0.73797 6.55752
H34 3.59810 -0.92097 5.17092
H35 3.42074 -1.41118 2.77149
H36 0.10451 -3.81510 2.96816
H37 -0.80353 -6.07019 2.66410
H38 -1.06516 -7.01402 0.39706
H39 -0.42351 -5.68187 -1.58447
H40 0.45380 -3.40715 -1.30691
C43 -5.48620 -2.53257 1.23291
N1 -4.22115 -2.04872 0.69820
C44 -3.44529 -2.70367 -0.33933
C45 -2.30819 -1.72224 -0.50912
O2 -1.41763 -1.77460 -1.32743
N2 -2.42762 -0.71510 0.41743
C46 -3.60725 -0.92779 1.06112
N3 -4.10148 -0.10807 1.98635
H41 -5.71221 -3.48412 0.76088
H42 -6.29562 -1.83789 1.00500
H43 -5.41395 -2.69204 2.30880
H44 -4.00827 -2.80597 -1.26909
H45 -3.06930 -3.68433 -0.03479
H46 -3.78452 0.85510 1.99024
H47 -5.02157 -0.28459 2.35981

***

[4]
A molecular structure, C46H47F9GeN6O3S2Ta in a non-equilibrium geometry, computed with wB97M-V/def2-TZVPD.

Values from the calculation:
LUMO (spin up / spin down) in eV: -5.96 / -8.36
Energy relative to the best compared isomer or geometry (same formula, charge and spin) in kcal/mol: 8.5
Spin multiplicity: 2
Charge: +2
<S²>: 0.78
HOMO (spin up / spin down) in eV: -12.29 / -12.29

Positions of all 115 atoms, in Å:
Ta1 -0.53289 0.46118 0.62328
N1 0.13216 -2.11205 4.48793
C1 0.37763 -1.40962 3.59861
H1 -0.07747 -2.72229 5.25308
C2 2.79850 0.69208 2.71144
Ge1 2.09628 -0.12435 1.08924
C3 2.63156 -1.99554 1.11581
C4 3.68035 -2.35139 1.96677
C5 4.17479 -3.65224 1.98956
C6 3.62916 -4.61831 1.15770
C7 2.57741 -4.28613 0.31215
C8 2.08207 -2.98928 0.29961
C9 3.28856 0.73924 -0.28890
C10 4.01430 1.88718 0.12544
C11 4.99764 2.46337 -0.64514
C12 5.30051 1.93473 -1.91072
C13 4.59830 0.82971 -2.38896
C14 4.90371 0.29463 -3.65368
C15 4.20198 -0.80876 -4.15753
C16 3.19330 -1.36897 -3.41018
C17 2.87980 -0.84443 -2.13631
C18 3.57704 0.23588 -1.58815
H2 3.88819 0.64349 2.70121
H3 2.43390 0.15031 3.58034
H4 2.49738 1.73571 2.80556
H5 4.12912 -1.61883 2.62642
H6 4.99190 -3.90619 2.65267
H7 4.02398 -5.62609 1.16609
H8 2.13920 -5.03018 -0.34283
H9 1.24646 -2.77062 -0.35568
H10 3.81206 2.31623 1.09673
H11 5.54727 3.31987 -0.27664
H12 6.07079 2.38803 -2.52313
H13 5.69890 0.74484 -4.23577
H14 4.45269 -1.21066 -5.12958
H15 2.61892 -2.20525 -3.78830
H16 2.06740 -1.29107 -1.58367
F1 -3.70347 -0.74394 3.52157
C19 -4.22811 -0.64235 2.30464
F2 -5.51553 -0.34239 2.40915
F3 -4.12506 -1.83941 1.71492
C20 -3.44659 0.43929 1.48998
O1 -2.08741 0.31849 1.77920
C21 -3.94245 1.86490 1.86600
F4 -3.10505 2.78354 1.39370
F5 -5.14908 2.09000 1.35412
F6 -3.98481 1.98401 3.19181
C22 -3.67455 0.19049 -0.04532
F7 -4.93475 -0.02578 -0.35322
F8 -2.93531 -0.86899 -0.42304
F9 -3.21953 1.23388 -0.75965
C23 -0.70259 1.53580 5.34745
C24 -0.58628 2.52312 4.21885
C25 -0.82913 3.86999 4.43981
C26 -0.70425 4.79226 3.41412
C27 -0.92698 6.26334 3.65298
C28 -0.38970 4.35042 2.13278
C29 -0.17254 3.00375 1.85493
C30 -0.22073 2.12837 2.93771
N2 -0.00785 2.39867 0.53389
C31 0.28649 3.40475 -0.58909
C32 -1.01188 4.18149 -0.86064
C33 0.75761 2.84419 -1.98679
C34 1.48045 4.28708 -0.14350
H17 -1.70983 1.55600 5.76633
H18 -0.01018 1.78215 6.15369
H19 -0.49757 0.52110 5.01870
H20 -1.10045 4.20698 5.43419
H21 -1.14921 6.46776 4.69840
H22 -1.76079 6.63291 3.05411
H23 -0.04337 6.84161 3.37850
H24 -0.31504 5.10657 1.37072
H25 0.05947 1.07682 2.84816
H26 -1.76096 3.52089 -1.30134
H27 -0.81270 4.99049 -1.56664
H28 -1.46297 4.60901 0.02420
H29 -0.40242 1.22780 -1.71486
H30 1.45091 2.00861 -1.87510
H31 1.35148 3.66660 -2.38911
H32 1.66049 4.27953 0.92649
H33 1.31273 5.32270 -0.44531
H34 2.39663 3.94885 -0.62592
C35 -0.30469 -5.05501 2.23886
C36 -0.99112 -4.45249 1.01119
C37 -0.90090 -2.98550 0.98072
N3 -0.83445 -1.84538 0.95138
H35 -0.27623 -6.13722 2.12939
H36 -0.85633 -4.81962 3.14751
H37 0.71826 -4.69091 2.33295
H38 -2.04993 -4.71325 0.97471
H39 -0.53510 -4.79928 0.08125
N4 -5.77886 -3.57828 -5.06121
C38 -4.51047 -3.50066 -4.57905
C39 -4.22393 -3.87749 -3.25370
C40 -2.94332 -3.79743 -2.76653
C41 -1.91238 -3.33054 -3.58998
C42 -2.18355 -2.94735 -4.90376
C43 -3.46734 -3.03442 -5.39160
S1 -0.32101 -3.18687 -2.97147
O2 -0.02280 -4.27111 -2.07762
O3 0.58998 -2.87997 -4.04963
N5 -0.37576 -1.88584 -1.93719
C44 -0.31238 -0.67318 -2.29418
S2 -0.16949 -0.07288 -3.95759
C45 -0.62612 1.62956 -3.85972
C46 -0.27951 2.64884 -3.07586
N6 -0.29480 0.30789 -1.29703
H40 -6.50889 -4.00477 -4.52060
H41 -5.96534 -3.41664 -6.03398
H42 -5.02174 -4.24867 -2.62242
H43 -2.72912 -4.11364 -1.75324
H44 -1.37863 -2.60877 -5.54162
H45 -3.67527 -2.75312 -6.41651
H46 -1.33768 1.84088 -4.65085
H47 -0.79113 3.56750 -3.33858